Molecular formula: C6H7BrN4
Method: DFT, ωB97M-V/def2-TZVPD

The calculation puts the orbital gap at 6.0377 eV. For the energy above the lowest of the compared OMol25 structures with the same formula, charge and spin, the calculation gives 125.5 kJ/mol.

Positions of all 18 atoms, in Å:
C -2.0285 0.7907 1.0111
C 1.3438 0.6700 -0.8840
C -0.9656 -0.0339 -1.0314
C 0.3590 -0.1907 -1.6459
C -0.9811 -0.0697 0.5026
C 0.3176 0.4489 1.0978
N -2.9257 1.3461 1.4617
N 1.1842 1.0533 0.3224
N -1.9815 0.0648 -1.7515
N 0.3173 0.4317 2.4271
Br 1.1674 -2.7304 0.7181
H 2.2654 1.1966 -1.4194
H 0.3111 0.0850 -2.7715
H 0.6582 -1.2290 -1.5711
H -0.9541 -1.1361 0.7491
H -2.8224 0.1821 -1.2123
H -0.2428 -0.3109 2.8473
H 1.2546 0.6590 2.7627